Molecular formula: C2H4O2Si
Method: DFT, wB97M-V/def2-TZVPD

The calculation puts the energy above the lowest of the compared OMol25 structures with the same formula, charge and spin at 284.0 kJ/mol. As for the SMILES: O=[si]1cc1.O. Its total charge is 0. Its orbital gap is 9.678 eV. As for the LUMO energy: -0.39 eV. The value obtained for the HOMO energy is -0.370 Ha.

Atoms and positions in Å:
O 0.7816 0.7418 -0.6919
Si -0.6861 0.4476 -0.3917
C -2.0618 -0.6538 0.1708
C -2.4361 0.6583 0.0757
H -2.5486 -1.5725 0.2718
H -3.3009 1.2562 -0.0027
O 3.7211 -0.3781 0.0163
H 3.6356 -0.3117 0.9476
H 2.8953 -0.1878 -0.3959